1.
Below is 10 unconnected molecules or ions with the total composition C19H61N17O10, with properties calculated with ωB97M-V with the def2-TZVPD basis set.

Geometry as XYZ:
```
107
C19H61N17O10 (ωB97M-V with the def2-TZVPD basis set)
C 1.115 6.296 -0.961
O 1.644 5.303 -1.295
N 0.410 6.960 -1.815
N 0.983 6.717 0.265
H -0.147 7.702 -1.417
H 0.246 6.556 -2.726
H 1.266 6.211 1.092
H 0.449 7.573 0.323
C 2.848 -3.683 -0.657
O 1.909 -4.268 -0.145
N 4.047 -3.676 -0.102
N 2.788 -2.949 -1.673
H 4.161 -4.151 0.782
H 4.895 -3.411 -0.582
H 3.703 -2.664 -1.989
H 1.911 -2.915 -2.172
C -0.920 -3.064 -5.416
O -0.471 -2.044 -4.875
N -0.719 -3.480 -6.644
N -1.450 -4.045 -4.804
H -0.988 -4.334 -7.112
H -0.346 -2.818 -7.310
H -1.687 -4.910 -5.269
H -1.505 -3.932 -3.802
C -0.911 0.517 -0.332
O -1.093 0.608 0.883
N -0.532 1.431 -1.117
N -1.202 -0.575 -1.049
H -0.091 1.091 -1.960
H -0.461 2.416 -0.907
H -1.738 -1.281 -0.563
H -0.959 -0.622 -2.028
C -0.646 3.908 4.936
O -0.429 2.831 5.592
N -0.523 3.967 3.592
N -0.809 5.113 5.415
H -0.486 3.084 3.102
H -0.906 4.745 3.074
H -1.202 5.812 4.800
H -0.641 5.364 6.379
C 4.157 0.858 1.489
O 4.885 0.912 0.509
N 3.230 1.742 1.530
N 4.160 -0.016 2.419
H 2.439 1.695 2.157
H 3.138 2.500 0.869
H 3.270 -0.039 2.895
H 4.632 -0.845 2.085
C 5.681 0.912 -4.164
O 6.417 0.258 -4.845
N 4.399 0.650 -3.885
N 6.054 1.774 -3.335
H 3.978 1.350 -3.290
H 3.897 -0.053 -4.408
H 5.645 1.573 -2.433
H 7.038 1.994 -3.393
C -2.795 3.018 -5.801
C -2.936 4.492 -6.261
C -4.294 5.047 -5.772
O -4.398 6.411 -6.166
C -5.192 6.497 -7.296
N -1.835 5.310 -5.800
H -2.618 2.877 -4.734
H -1.843 2.700 -6.225
H -3.703 2.468 -6.045
H -2.874 4.673 -7.334
H -4.255 4.936 -4.688
H -5.213 4.473 -5.892
H -5.124 7.513 -7.685
H -6.263 6.349 -7.159
H -4.984 5.760 -8.071
H -1.337 5.420 -6.672
H -2.230 6.239 -5.804
C 2.736 -3.779 5.188
C 1.912 -2.639 5.889
C 2.324 -2.295 7.207
O 3.673 -1.885 7.240
C 4.197 -1.931 8.565
N 1.622 -1.457 5.120
H 3.535 -3.150 4.795
H 2.335 -4.336 4.341
H 3.094 -4.472 5.949
H 0.931 -3.095 6.022
H 2.176 -3.226 7.754
H 1.750 -1.536 7.738
H 4.370 -2.956 8.893
H 3.429 -1.554 9.240
H 5.059 -1.268 8.632
H 1.144 -0.749 5.659
H 1.071 -1.634 4.292
C -5.112 -4.092 1.569
C -3.590 -4.312 1.928
C -3.463 -5.466 2.988
O -3.944 -6.672 2.325
C -4.372 -7.626 3.353
N -2.798 -4.660 0.754
H -5.541 -5.024 1.201
H -5.204 -3.329 0.796
H -5.682 -3.657 2.391
H -3.362 -3.382 2.451
H -4.093 -5.157 3.822
H -2.432 -5.540 3.336
H -4.725 -8.503 2.811
H -5.127 -7.257 4.047
H -3.587 -7.881 4.066
H -1.814 -4.781 0.945
H -3.156 -5.531 0.390
```

As for the orbital gap: 8.69 eV. The SMILES is COC[C@H](C)N.COC[C@H](C)N.COC[C@H](C)N.NC(N)=O.NC(N)=O.NC(N)=O.NC(N)=O.NC(N)=O.NC(N)=O.NC(N)=O. For the total energy, the calculation gives -66497.6300 eV. The calculation puts the HOMO energy at -8.5425 eV.



2.
Below is 8 unconnected molecules or ions with the total composition C19H62NO25P6, with properties calculated with ωB97M-V with the def2-TZVPD basis set.

Geometry as XYZ:
```
113
C19H62NO25P6 (ωB97M-V with the def2-TZVPD basis set)
N 13.509 10.794 -10.003
H 13.995 11.685 -9.853
H 12.482 10.965 -10.095
H 13.698 10.188 -9.200
H 13.826 10.350 -10.869
C 11.412 6.782 -8.199
O 12.701 6.268 -7.882
P 13.984 6.932 -8.466
O 13.913 8.348 -8.792
O 15.096 6.575 -7.430
C 15.480 5.217 -7.155
O 14.260 6.031 -9.737
C 15.232 6.444 -10.688
H 11.419 7.525 -8.995
H 10.975 7.230 -7.306
H 10.768 5.951 -8.483
H 16.556 5.195 -7.017
H 15.255 4.544 -7.986
H 14.923 4.839 -6.301
H 15.503 5.604 -11.330
H 16.178 6.815 -10.282
H 14.838 7.218 -11.352
C 16.065 7.017 -14.210
O 15.553 8.048 -13.335
P 14.642 9.222 -13.861
O 14.046 9.979 -12.768
O 15.541 10.069 -14.820
C 16.682 10.776 -14.281
O 13.662 8.488 -14.848
C 12.295 8.866 -14.898
H 17.147 7.100 -14.277
H 15.684 7.113 -15.227
H 15.712 6.075 -13.801
H 16.743 11.754 -14.752
H 17.588 10.210 -14.487
H 16.589 10.945 -13.208
H 11.995 9.195 -15.895
H 12.028 9.680 -14.222
H 11.671 8.016 -14.617
C 9.617 8.530 -11.432
O 9.578 9.754 -12.184
P 9.827 11.143 -11.518
O 10.884 11.198 -10.510
O 10.175 12.023 -12.764
C 9.230 12.203 -13.835
O 8.377 11.525 -11.055
C 8.188 12.602 -10.125
H 10.633 8.153 -11.361
H 8.924 7.844 -11.909
H 9.216 8.706 -10.428
H 9.062 13.262 -14.003
H 8.291 11.674 -13.669
H 9.654 11.760 -14.739
H 7.399 13.262 -10.486
H 9.069 13.242 -10.078
H 7.924 12.217 -9.146
C 18.508 7.306 -13.302
O 17.977 8.132 -12.253
P 18.577 9.555 -11.952
O 18.822 10.389 -13.121
O 17.541 10.144 -10.932
C 17.125 9.354 -9.805
O 19.852 9.202 -11.089
C 20.934 10.151 -10.935
H 19.379 6.780 -12.908
H 18.866 7.880 -14.161
H 17.714 6.651 -13.644
H 17.524 8.343 -9.833
H 16.038 9.284 -9.785
H 17.444 9.867 -8.898
H 20.763 11.018 -11.570
H 21.883 9.685 -11.184
H 20.948 10.431 -9.882
C 11.299 13.704 -7.721
O 11.702 14.946 -8.295
P 11.887 15.022 -9.841
O 12.721 13.960 -10.376
O 10.406 15.111 -10.397
C 10.181 15.195 -11.800
O 12.505 16.444 -10.096
C 11.779 17.612 -9.691
H 12.047 13.412 -6.988
H 11.173 12.915 -8.464
H 10.349 13.817 -7.194
H 11.059 14.896 -12.381
H 9.941 16.231 -12.023
H 9.431 14.488 -12.142
H 10.888 17.347 -9.123
H 11.489 18.182 -10.569
H 12.436 18.188 -9.045
C 18.446 12.921 -8.618
O 18.306 12.846 -10.044
P 16.928 13.215 -10.712
O 15.799 12.346 -10.395
O 16.784 14.734 -10.314
C 15.763 15.483 -10.970
O 17.224 13.216 -12.240
C 18.312 13.921 -12.822
H 17.554 13.281 -8.112
H 19.235 13.647 -8.428
H 18.727 11.934 -8.261
H 15.535 16.369 -10.384
H 14.835 14.921 -11.098
H 16.092 15.799 -11.965
H 19.208 13.311 -12.746
H 18.444 14.894 -12.344
H 18.080 14.115 -13.867
C 15.002 12.446 -7.117
O 13.883 11.602 -7.379
H 15.906 11.825 -7.070
H 15.125 13.116 -7.963
H 14.909 12.994 -6.179
H 13.613 11.220 -6.539
```

The total charge is +1. As for the orbital gap: 10.53 eV. For the total energy, the calculation gives -129127.1998 eV. The calculation puts the HOMO energy at -11.9121 eV.